C3H3O2Yb as an isolated structure in a non-equilibrium geometry. Source: the Open Molecules 2025 dataset; level of theory: ωB97M-V with the def2-TZVPD basis set.

Each line ends with the Mulliken spin population.
Atoms and positions in Å:
O  -0.007  -0.850  0.949  0.1630
O  0.176  -0.745  -2.072  -0.0072
C  0.454  0.342  1.075  0.0869
C  0.234  1.206  -0.051  0.6616
C  -0.266  -1.608  -1.434  0.0087
H  1.261  0.532  1.792  0.0218
H  -0.807  1.384  -0.333  0.0226
H  1.035  1.876  -0.368  0.0363
Yb  -2.080  -2.137  0.442  0.0064

Calculated values
* HOMO-LUMO gap (alpha / beta): 7.876 / 9.059 eV
* energy above the lowest of the compared OMol25 structures with the same formula, charge and spin: 1.031 eV
* charge: +2
* HOMO (alpha / beta): -18.0 / -19.3 eV
* multiplicity: 2